# 1
{
  "formula": "C3H5NO3",
  "method": "wB97M-V/def2-TZVPD",
  "homo_energy_ha": -0.372,
  "gap_ev": 10.94,
  "elements": ["C", "C", "C", "N", "O", "O", "O", "H", "H", "H", "H", "H"],
  "positions_angstrom": [[-0.028871, 1.130538, 0.034401], [-1.428331, 0.518869, -0.044234], [-0.763284, -0.826969, 0.277525], [0.485871, -0.085442, 0.401866], [0.471277, 2.198301, -0.150888], [2.381313, -0.890307, -0.637119], [1.732197, -0.534605, 0.600359], [-2.112911, 0.895092, 0.709741], [-1.880463, 0.597146, -1.028588], [-1.066842, -1.310664, 1.206281], [-0.753531, -1.551193, -0.538598], [2.963571, -0.140765, -0.830750]],
  "forces_ev_per_a": [[0.3, 0.7, -0.1], [-0.2, 0.1, 0.0], [0.0, -0.8, 0.0], [0.1, -0.5, -0.1], [0.1, 0.2, -0.1], [-0.3, -0.4, -0.6], [0.2, 0.4, 0.6], [0.0, 0.0, 0.1], [0.1, 0.0, 0.0], [0.0, 0.0, 0.0], [-0.1, 0.1, 0.0], [-0.2, 0.2, 0.3]]
}

---

# 2
{
  "formula": "C3H5NO3",
  "method": "wB97M-V/def2-TZVPD",
  "homo_energy_ha": -0.349,
  "gap_ev": 9.93,
  "elements": ["C", "N", "C", "C", "O", "O", "O", "H", "H", "H", "H", "H"],
  "positions_angstrom": [[-0.032795, 1.700989, -0.800683], [-0.902586, 0.596216, -0.528857], [-0.662034, -0.264483, 0.573069], [0.480173, -1.345958, 0.316575], [1.665497, -0.660394, 0.452630], [0.279791, -2.478141, 0.333361], [-0.315614, 2.275673, -1.828905], [0.698887, 2.075463, -0.103995], [-1.655853, 0.324768, -1.168165], [-0.464679, -0.076148, 1.584774], [-1.618207, -0.967893, 0.710639], [2.527415, -1.180090, 0.459562]],
  "forces_ev_per_a": [[-4.2, -1.3, -2.3], [2.0, 1.7, 1.8], [-1.9, -5.5, -1.6], [-0.3, 5.3, 1.7], [1.4, -0.8, -0.5], [0.2, -4.4, -0.6], [1.2, 0.8, 0.0], [0.4, -0.5, 0.7], [0.9, 0.7, 0.2], [0.3, 2.2, 1.3], [1.9, 1.5, -0.5], [-1.8, 0.3, -0.2]]
}

---

Copy entry 1 word for word.
{
  "formula": "C3H5NO3",
  "method": "wB97M-V/def2-TZVPD",
  "homo_energy_ha": -0.372,
  "gap_ev": 10.94,
  "elements": ["C", "C", "C", "N", "O", "O", "O", "H", "H", "H", "H", "H"],
  "positions_angstrom": [[-0.028871, 1.130538, 0.034401], [-1.428331, 0.518869, -0.044234], [-0.763284, -0.826969, 0.277525], [0.485871, -0.085442, 0.401866], [0.471277, 2.198301, -0.150888], [2.381313, -0.890307, -0.637119], [1.732197, -0.534605, 0.600359], [-2.112911, 0.895092, 0.709741], [-1.880463, 0.597146, -1.028588], [-1.066842, -1.310664, 1.206281], [-0.753531, -1.551193, -0.538598], [2.963571, -0.140765, -0.830750]],
  "forces_ev_per_a": [[0.3, 0.7, -0.1], [-0.2, 0.1, 0.0], [0.0, -0.8, 0.0], [0.1, -0.5, -0.1], [0.1, 0.2, -0.1], [-0.3, -0.4, -0.6], [0.2, 0.4, 0.6], [0.0, 0.0, 0.1], [0.1, 0.0, 0.0], [0.0, 0.0, 0.0], [-0.1, 0.1, 0.0], [-0.2, 0.2, 0.3]]
}

---

What is the formula in the second record?
C3H5NO3

---

Copy entry 1 word for word.
{
  "formula": "C3H5NO3",
  "method": "wB97M-V/def2-TZVPD",
  "homo_energy_ha": -0.372,
  "gap_ev": 10.94,
  "elements": ["C", "C", "C", "N", "O", "O", "O", "H", "H", "H", "H", "H"],
  "positions_angstrom": [[-0.028871, 1.130538, 0.034401], [-1.428331, 0.518869, -0.044234], [-0.763284, -0.826969, 0.277525], [0.485871, -0.085442, 0.401866], [0.471277, 2.198301, -0.150888], [2.381313, -0.890307, -0.637119], [1.732197, -0.534605, 0.600359], [-2.112911, 0.895092, 0.709741], [-1.880463, 0.597146, -1.028588], [-1.066842, -1.310664, 1.206281], [-0.753531, -1.551193, -0.538598], [2.963571, -0.140765, -0.830750]],
  "forces_ev_per_a": [[0.3, 0.7, -0.1], [-0.2, 0.1, 0.0], [0.0, -0.8, 0.0], [0.1, -0.5, -0.1], [0.1, 0.2, -0.1], [-0.3, -0.4, -0.6], [0.2, 0.4, 0.6], [0.0, 0.0, 0.1], [0.1, 0.0, 0.0], [0.0, 0.0, 0.0], [-0.1, 0.1, 0.0], [-0.2, 0.2, 0.3]]
}

---

Please write out number 1 again, unchanged.
{
  "formula": "C3H5NO3",
  "method": "wB97M-V/def2-TZVPD",
  "homo_energy_ha": -0.372,
  "gap_ev": 10.94,
  "elements": ["C", "C", "C", "N", "O", "O", "O", "H", "H", "H", "H", "H"],
  "positions_angstrom": [[-0.028871, 1.130538, 0.034401], [-1.428331, 0.518869, -0.044234], [-0.763284, -0.826969, 0.277525], [0.485871, -0.085442, 0.401866], [0.471277, 2.198301, -0.150888], [2.381313, -0.890307, -0.637119], [1.732197, -0.534605, 0.600359], [-2.112911, 0.895092, 0.709741], [-1.880463, 0.597146, -1.028588], [-1.066842, -1.310664, 1.206281], [-0.753531, -1.551193, -0.538598], [2.963571, -0.140765, -0.830750]],
  "forces_ev_per_a": [[0.3, 0.7, -0.1], [-0.2, 0.1, 0.0], [0.0, -0.8, 0.0], [0.1, -0.5, -0.1], [0.1, 0.2, -0.1], [-0.3, -0.4, -0.6], [0.2, 0.4, 0.6], [0.0, 0.0, 0.1], [0.1, 0.0, 0.0], [0.0, 0.0, 0.0], [-0.1, 0.1, 0.0], [-0.2, 0.2, 0.3]]
}